(1)
57
Properties=species:S:1:pos:R:3:forces:R:3:nbo_charge:R:1 method="wB97M-V/def2-TZVPD" lumo_ev=-0.5 orbital_gap_ev=8.5 smiles="O=C(c1ccc(NC(=O)C(c2ccccc2)c2ccccc2)cc1)c1ccc(C(=O)O)c(C(=O)O)c1" total_charge=0 e_homo_ev=-9.0
C 2.11091 -1.57491 -0.45244 0.132 0.022 0.132 -0.1998
O -8.73433 -0.32899 0.05359 0.030 -0.062 -0.086 -0.5664
H 7.22065 -1.58219 1.71556 0.030 -0.056 0.051 0.2110
O -2.28026 -1.89510 -2.39456 -0.036 0.048 0.070 -0.5273
C 2.38670 -0.41271 1.62247 0.064 -0.063 -0.112 -0.1783
C 1.24337 -2.46187 0.15901 -0.037 -0.088 -0.026 -0.2031
C -5.54563 0.66215 -0.15437 0.002 -0.276 -0.028 -0.1087
H -5.66395 3.85484 0.06014 -0.137 -0.273 0.044 0.5063
C 5.98455 0.92940 -0.91365 0.055 -0.075 0.015 -0.1808
H -3.67812 1.36585 -0.91571 0.049 0.037 0.013 0.2441
C -0.32768 0.14654 -2.06685 -0.200 -0.032 0.069 -0.1365
C -4.62383 -1.88387 -0.74472 0.098 0.149 -0.016 -0.1343
C -2.46334 -1.00220 -1.59327 -0.036 -0.038 -0.019 0.5594
C -1.37302 -0.09273 -1.17540 0.450 0.145 -0.067 -0.1794
C 0.94101 -2.32248 1.50238 -0.045 -0.056 0.059 -0.2142
H 1.53187 1.13569 -2.41028 0.090 0.045 -0.061 0.2212
H -0.20570 1.68969 1.45346 0.056 -0.012 0.125 0.2195
O -7.19129 2.20234 0.59729 0.129 0.050 -0.097 -0.5786
C -0.24908 1.25952 0.46385 0.227 0.088 -0.082 -0.2487
C -7.72113 -0.28056 0.69207 -0.376 -0.198 -0.105 0.7974
H -6.51107 -2.58068 -0.01076 -0.060 -0.078 0.024 0.2293
H 1.69550 3.06940 0.52293 0.143 -0.097 -0.100 0.4105
C -3.80434 -0.78082 -0.97930 -0.378 -0.150 -0.008 -0.1555
H -4.25375 -2.86624 -0.99765 0.023 -0.076 -0.030 0.2376
C 0.74390 0.93186 -1.70239 -0.075 0.187 0.092 -0.2632
H -0.38072 -0.28992 -3.05280 0.012 -0.058 -0.083 0.2343
O 4.03773 2.67105 0.50209 0.180 0.042 0.105 -0.5837
H 4.81716 -1.26222 1.37341 -0.025 -0.039 0.019 0.2100
H -2.11618 0.29361 0.80446 -0.054 0.016 0.064 0.2253
N 1.91039 2.23050 -0.00360 -0.273 0.624 0.215 -0.6616
H -8.57076 -0.01843 2.37174 0.031 -0.038 -0.286 0.5015
C 5.51854 -0.69081 0.78368 -0.110 0.004 -0.045 -0.1590
C 0.81112 1.46704 -0.41771 -0.507 -0.206 -0.251 0.2688
O -7.67852 -0.17142 2.02143 0.198 -0.040 0.560 -0.6752
C 2.67708 -0.53134 0.26734 0.000 -0.244 0.068 -0.0228
C -4.27666 0.49512 -0.69694 -0.138 -0.127 0.015 -0.1510
O -5.24583 3.00270 -0.14142 0.478 0.229 -0.181 -0.6812
H 0.25821 -3.01013 1.97873 -0.060 -0.064 0.039 0.2152
C 3.58506 0.46604 -0.40537 0.275 0.002 0.089 -0.3838
H 1.30221 -1.19702 3.28749 -0.021 0.009 0.090 0.2144
C 7.34096 0.75242 -0.71611 -0.006 0.067 -0.111 -0.2062
C 3.23532 1.88326 0.06149 -0.098 -0.019 -0.139 0.7068
H 8.04768 1.32118 -1.30234 0.054 0.045 -0.049 0.2124
H 5.63795 1.63853 -1.65146 -0.039 0.088 -0.064 0.2083
H 0.79791 -3.25853 -0.41752 -0.053 -0.076 -0.061 0.2206
H 3.42197 0.42418 -1.48766 -0.046 -0.006 0.089 0.2415
C -6.09249 2.00573 0.14219 -0.434 0.311 0.209 0.7700
H 8.85168 -0.29231 0.38589 0.082 -0.013 0.009 0.2120
C 1.52322 -1.30216 2.23536 0.022 0.006 0.115 -0.2258
C 7.79218 -0.15165 0.23051 0.064 -0.064 0.083 -0.2124
H 2.34211 -1.68972 -1.50154 0.009 0.031 -0.132 0.2142
C -1.32642 0.48359 0.09341 -0.045 -0.080 -0.226 -0.1577
C 5.06011 0.21273 -0.16290 0.018 -0.036 -0.082 -0.0175
C -5.88292 -1.72303 -0.19648 -0.064 0.107 0.033 -0.1826
H 2.83944 0.38469 2.19552 0.035 0.109 0.082 0.2118
C 6.87766 -0.87338 0.97591 0.137 -0.020 0.053 -0.2230
C -6.34717 -0.45226 0.11177 0.180 0.295 -0.085 -0.0852

***

(2)
69
Properties=species:S:1:pos:R:3:forces:R:3:mulliken_spin:R:1 method="wB97M-V/def2-TZVPD" lumo_ev="-0.4 / -0.7" orbital_gap_ev="7.8 / 7.5" total_charge=0 spin_multiplicity=2 e_homo_ev="-8.2 / -8.2" s2=0.754
C -0.13672 1.43510 5.59022 -0.025 -0.008 -0.013 0.0010
N -1.72033 0.38394 -0.11576 -0.238 0.154 0.009 0.0158
C -1.16945 -0.27594 -2.36010 -0.125 0.164 -0.043 -0.0284
C -2.84076 -0.50076 -0.17094 0.116 0.001 0.057 0.0026
C -2.48274 1.01362 -4.09422 0.013 0.039 0.026 0.0007
C -4.14913 -2.43538 0.42888 -0.021 0.046 -0.047 -0.0017
C -5.19917 -1.99103 -0.35688 0.006 -0.051 0.038 0.0043
Ti 0.29026 -0.15269 0.63802 0.192 -0.129 0.187 0.9298
C 1.94462 0.68791 -2.45313 -0.023 0.003 -0.036 0.0030
C -0.45300 -1.41772 -1.97890 0.107 -0.110 0.140 0.0353
C -0.24192 0.25953 2.96087 -0.033 0.041 -0.009 -0.0171
C -1.65307 -0.15797 -3.65806 0.024 -0.039 0.039 -0.0017
H 4.86758 1.74727 -1.48816 -0.003 0.001 -0.008 0.0001
C 3.83296 -2.54458 1.37389 0.064 0.064 -0.086 0.0004
H 0.04080 -4.16062 -1.71667 -0.004 0.003 -0.004 -0.0001
N 0.96390 1.88007 1.08705 0.086 0.027 0.056 -0.0229
H -1.74716 -1.16404 -5.54857 0.004 -0.011 0.000 -0.0001
H -0.53099 1.56429 -1.28512 0.032 -0.023 0.046 -0.0220
H 3.54363 1.32443 -3.86564 0.006 -0.004 0.003 0.0001
Cl -2.55152 1.68024 2.46240 0.150 -0.075 -0.158 0.0002
H 0.55474 -4.33287 -3.41398 -0.001 -0.002 0.002 0.0000
H 4.39740 -3.45156 1.49601 0.008 0.003 -0.018 0.0001
H -4.23550 -3.36697 0.97125 -0.005 -0.002 -0.001 0.0003
N -0.72354 -2.30768 -4.17465 -0.029 0.031 -0.026 0.0000
C -1.18811 0.69808 -1.24779 -0.053 -0.051 -0.250 0.0633
N 3.05942 1.06351 -0.66304 -0.031 -0.029 -0.010 -0.0017
H -0.68771 3.14567 1.25440 -0.016 0.006 0.010 -0.0014
C 3.19332 1.16744 -2.86107 0.008 -0.026 0.018 0.0023
H -3.54577 0.75079 -4.03316 0.000 -0.002 0.001 -0.0001
O -2.19749 2.11705 -3.24026 -0.005 -0.019 0.001 0.0012
Cl 1.44075 -1.72418 3.80815 -0.043 0.079 -0.035 0.0003
C -1.10192 1.83237 4.67143 0.019 0.052 0.086 0.0002
N 2.25930 1.97728 1.48026 -0.097 -0.009 -0.083 0.0187
H 1.52390 -3.39387 -2.25166 -0.003 0.014 -0.002 -0.0001
H -6.10657 -2.57608 -0.42243 0.005 -0.004 0.004 0.0002
C 0.36452 3.01159 1.44202 -0.060 -0.043 0.031 0.0024
H 1.75364 -3.16399 0.80073 0.008 -0.003 0.000 -0.0017
H -2.77309 2.85174 -3.47110 0.006 0.006 -0.002 0.0000
B 3.33808 1.06790 0.85143 0.082 0.012 0.017 0.0253
C 0.67364 0.36012 5.26267 0.038 0.008 0.095 -0.0015
I -1.50255 -2.46110 1.78063 0.051 -0.042 0.065 -0.0134
H 1.07302 4.83613 2.49484 0.001 0.003 -0.005 0.0002
C -5.08102 -0.79294 -1.04293 0.022 0.054 -0.029 -0.0026
H -3.81307 0.89038 -1.45882 0.003 -0.002 0.011 0.0000
C 0.51064 -3.65649 -2.56394 0.007 -0.024 -0.002 0.0005
C 0.56756 -0.21643 3.99520 0.099 -0.132 0.013 -0.0003
H -2.25551 1.26009 -5.13516 -0.002 -0.013 -0.007 0.0002
C 3.87107 1.38637 -1.68110 0.007 0.034 -0.002 0.0014
C 1.26364 3.85993 2.08658 0.026 0.006 -0.063 0.0001
N 3.25147 -0.40861 1.30921 -0.102 0.002 -0.099 0.0035
Cl -2.21032 3.07779 5.12245 0.030 -0.010 -0.015 -0.0002
N 2.15171 -1.12830 0.99285 0.126 0.028 0.043 0.0042
C 2.45495 3.16377 2.07287 0.044 -0.001 0.058 0.0037
N 1.86758 0.62795 -1.12640 -0.055 -0.007 0.041 -0.0162
C -2.97746 -1.69383 0.53381 -0.096 0.013 -0.051 -0.0060
H 5.25190 -0.85131 1.76042 -0.003 -0.012 0.013 0.0000
C -1.15200 1.22605 3.41758 -0.143 -0.006 0.030 0.0068
Cl -0.00427 2.20631 7.12239 0.008 0.004 -0.009 0.0001
Cl 1.78858 -0.23995 6.43691 -0.024 0.021 -0.039 -0.0003
H 3.43691 3.43558 2.42238 -0.010 0.003 0.008 0.0001
O 0.05727 -1.53678 -0.76130 -0.004 0.053 -0.105 -0.0056
C -1.39640 -1.20670 -4.52219 0.017 -0.031 -0.021 0.0003
C 2.49442 -2.41018 1.01567 -0.113 -0.025 0.034 0.0100
C -0.25828 -2.42935 -2.94113 -0.013 0.044 0.005 -0.0029
H -5.89927 -0.42535 -1.64818 0.003 0.000 0.000 -0.0002
C 4.27598 -1.24315 1.52728 0.029 -0.040 0.114 0.0073
C -3.91407 -0.05873 -0.94636 -0.093 -0.049 -0.010 0.0032
H 1.11177 0.38665 -3.06676 0.034 0.016 -0.008 -0.0007
H 4.42899 1.50021 1.09477 -0.007 -0.003 -0.002 -0.0001

***

(3)
67
Properties=species:S:1:pos:R:3:forces:R:3:nbo_charge:R:1 method="wB97M-V/def2-TZVPD" lumo_ev=-0.3 orbital_gap_ev=8.2 smiles="C=Cc1ccc(Br)c2c1Nc1c(CCc3ccccc3)c(COC)c(CC(=O)Br)c(S(=O)(=O)C(F)(F)C(F)(F)C(F)(F)F)c1S2" total_charge=0 e_homo_ev=-8.5
H 0.53601 -2.19581 0.94147 -0.067 -0.243 -0.117 0.2221
C -0.10988 1.55069 1.13217 0.112 0.522 1.662 -0.1333
H -0.59090 2.35062 -3.23198 -0.158 0.171 0.043 0.2506
H -2.73327 -4.87967 -0.68105 0.035 -0.041 -0.169 0.2159
H 4.26067 -1.67237 3.16624 -0.296 0.128 0.064 0.2217
C -0.59378 1.78226 -1.19735 -1.001 1.004 -0.915 0.0189
H -1.88034 -5.95612 -2.73040 0.290 0.035 -0.215 0.2154
C -3.16290 3.28868 1.73533 -1.113 -0.308 -0.047 0.4247
C 0.67811 0.45264 0.88096 -0.033 -0.386 -0.142 0.1325
H 1.41682 0.11438 -3.12255 -0.102 0.067 0.084 0.1811
C -3.88279 1.90976 1.67652 -0.721 -0.207 0.574 0.5431
F -4.63745 1.84573 2.79888 0.113 0.036 -0.002 -0.2971
H -1.32697 -3.32029 0.52542 0.049 0.002 -0.105 0.2056
C 2.15453 2.63711 4.16160 -0.627 1.042 0.411 -0.0481
H 5.07715 1.04971 4.23547 -0.067 0.045 -0.049 0.2222
F -4.10986 4.19837 1.42625 0.166 0.031 -0.386 -0.2977
F -5.09848 0.44724 0.28365 0.335 0.112 -0.441 -0.2931
S -1.74224 3.64440 0.55078 1.757 2.981 -0.270 2.0866
C 0.80480 -0.00986 -0.42014 0.565 -0.940 -0.399 0.0087
C -1.24536 -5.24359 -2.21439 -1.226 -0.287 0.318 -0.2404
C -0.75485 2.22596 0.10879 -0.609 -0.355 0.190 -0.3473
C 1.12503 -2.50567 0.07818 0.807 -0.144 -0.873 -0.4143
H 2.62736 -0.97835 -0.11018 -0.043 -0.115 -0.277 0.2190
C 4.05014 1.28608 3.97474 0.981 -0.284 0.512 -0.1644
C 0.81597 -4.03835 -1.94383 0.532 0.326 0.294 -0.2269
C 1.48423 1.78977 3.32727 -1.694 -0.131 -1.022 -0.2426
N 1.30883 -0.19467 1.96753 0.823 0.350 0.012 -0.6132
H -0.18797 0.63807 -3.63449 0.144 0.123 0.218 0.1862
C 0.16603 0.65782 -1.45762 0.313 -0.504 -0.247 0.0462
Br 1.21781 4.16883 4.81943 0.391 -0.278 0.015 0.0824
C -4.90791 1.74546 0.49377 -0.836 0.304 0.713 0.9290
H -1.26521 3.60300 -2.25389 -0.420 -0.201 0.115 0.2988
O -0.88484 4.51823 1.29521 0.201 -0.517 0.928 -0.9062
H 1.93736 -0.93246 1.67317 -0.307 -0.068 -0.122 0.4101
H 5.15037 -1.51794 0.90650 0.153 0.217 0.086 0.2065
F -3.05667 0.85428 1.72914 0.395 0.349 -0.415 -0.2938
C -1.74714 -4.65229 -1.07007 -0.076 -0.139 0.046 -0.1987
C -2.58509 1.96734 -2.82495 -1.212 1.194 -0.899 0.5534
C 3.38397 0.42880 3.12869 0.869 -1.450 -0.124 -0.1333
H 1.99428 -3.07238 0.44509 -0.145 0.132 0.128 0.2157
H 1.33917 -2.14536 -4.09466 -0.117 0.125 0.086 0.1644
O -0.12316 -1.24674 -2.90540 0.339 0.349 -0.419 -0.5444
C 1.69194 -1.23392 -0.63123 -0.041 0.429 0.772 -0.4296
C 0.34723 0.09526 -2.85025 -0.058 -0.250 -0.048 -0.1058
S -0.21280 2.04704 2.84831 -0.006 -0.121 0.072 0.3334
F -2.82260 3.55452 2.98964 0.671 -0.327 -0.041 -0.2753
C 0.29648 -1.78900 -4.14324 0.163 -0.462 -0.324 -0.2563
H 4.61508 0.27277 0.83049 -0.044 -0.191 -0.066 0.2038
C 2.06963 0.66225 2.79428 -0.096 0.123 0.324 0.2347
H 1.82342 -3.79980 -2.27399 -0.091 -0.140 -0.129 0.2043
H 3.94637 3.06315 5.21072 0.159 -0.139 -0.097 0.2377
C -0.94257 -3.77333 -0.38649 -0.573 0.389 0.884 -0.1996
C 0.01438 -4.91624 -2.63169 0.847 -0.708 -1.244 -0.1611
H 0.41070 -5.39640 -3.52396 -0.042 0.086 0.060 0.2027
Br -3.06921 0.13111 -2.26237 0.294 0.332 -0.100 -0.0510
F -4.55633 2.40793 -0.60148 0.326 -0.498 -0.041 -0.2955
O -3.34803 2.54984 -3.54084 1.183 -0.785 1.006 -0.4870
F -6.09425 2.23995 0.88029 0.244 0.093 -0.079 -0.3036
H 0.25111 -1.05870 -4.96396 -0.178 0.002 0.186 0.1722
C 4.12546 -0.76032 2.58844 0.044 0.513 -0.484 -0.2140
C 0.33391 -3.45199 -0.79524 -0.179 0.625 0.680 -0.0183
C 4.66834 -0.66532 1.37884 -0.029 -0.340 -0.017 -0.3764
C -1.23499 2.52288 -2.36395 0.377 -0.966 -0.310 -0.5709
C 3.45645 2.38808 4.52112 -0.184 0.727 0.400 -0.2485
H -0.32704 -2.64385 -4.40996 -0.048 0.134 0.223 0.2083
H 1.96524 -1.38980 -1.67278 -0.259 -0.167 0.073 0.2319
O -2.30957 4.35054 -0.56007 -0.980 -1.408 -0.550 -0.9016

***

(4)
68
Properties=species:S:1:pos:R:3:forces:R:3:nbo_charge:R:1 method="wB97M-V/def2-TZVPD" lumo_ev=1.9 orbital_gap_ev=6.2 total_charge=-1 e_homo_ev=-4.3
N -1.22603 -0.87029 -0.78548 -1.455 2.113 -0.261 -0.2469
O 1.62627 -0.37739 0.97692 0.177 -0.030 -0.271 -1.0413
C -0.12853 -4.20359 0.28972 -0.119 -0.147 0.046 -0.2324
H 5.17277 3.18471 5.78282 -0.069 0.020 0.040 0.3764
H 3.82417 -3.95019 -2.23728 -0.007 -0.013 0.026 0.2299
C 1.40957 1.28271 4.44902 -0.085 -0.015 0.014 -0.0777
H -2.61203 -5.07509 -1.83408 -0.025 -0.012 -0.054 0.2072
C 2.56617 -2.22479 -2.09938 0.067 0.195 0.081 -0.1334
H 2.39507 4.97781 2.32002 0.071 0.130 -0.037 0.1855
O -0.10763 -0.59909 2.68282 -0.127 0.122 0.079 -0.9473
H -7.09293 -0.42399 -1.00488 -0.007 0.005 0.118 0.1977
H 0.43577 -2.19329 0.77982 0.068 -0.059 -0.039 0.2393
N -2.27433 -0.43099 -1.32778 0.578 -3.198 0.636 -0.1559
C -1.17733 -2.24489 -0.63328 -0.194 -2.108 -0.062 0.0623
H 0.62657 -4.64449 0.92522 0.028 -0.016 0.050 0.2115
H 2.33127 5.78211 -0.07948 0.047 0.091 -0.030 0.2189
H 5.13537 1.91971 3.72102 0.090 -0.010 -0.015 0.2052
N 4.34017 2.72751 6.11922 0.094 0.092 0.230 -0.7993
H 1.77447 2.18071 6.35772 -0.043 -0.009 0.060 0.2035
C 4.75477 -0.92329 -1.00828 -0.018 -0.144 -0.083 -0.2520
C -2.43533 0.89701 -1.55768 -0.763 2.253 -0.243 0.1564
C -2.03683 -3.07439 -1.37058 0.078 0.318 0.097 -0.1947
H 3.69997 0.84961 2.00912 0.061 -0.029 -0.101 0.2448
C 2.40397 -0.86669 -1.73918 0.540 -0.314 -0.033 0.4055
C 3.54607 2.13731 5.14702 -0.143 -0.139 -0.218 0.1810
S 0.82167 0.26531 2.01142 0.307 -0.158 1.892 2.3123
C -1.94353 -4.44439 -1.26438 0.004 -0.051 0.025 -0.2117
H -5.27563 0.95831 -0.35858 0.099 -0.024 -0.315 0.3719
C 3.29297 1.13581 2.96662 -0.071 -0.072 -0.041 -0.1506
C 1.89307 4.84541 0.22012 -0.074 -0.156 -0.104 -0.3556
S -1.16943 1.75791 -2.29488 0.031 -0.040 -0.021 -0.3839
C -5.37873 0.09401 -2.19688 0.014 0.195 -0.071 0.1748
H 0.36037 1.09151 4.61182 -0.115 0.037 0.166 0.2279
C 4.83667 -2.25439 -1.38578 -0.236 0.152 -0.073 -0.0754
H -2.75903 -2.61649 -2.03098 -0.015 -0.009 -0.011 0.2412
C -0.98843 -5.01519 -0.43518 0.155 0.065 0.071 -0.2011
C -6.66083 -0.43479 -1.99638 -0.077 0.006 0.026 -0.2829
C -6.85733 -0.93739 -4.33818 -0.065 -0.119 -0.300 -0.2942
O 1.29867 -0.24019 -1.86978 0.772 -0.625 -1.027 -0.9140
H -0.90823 -6.09029 -0.37038 0.034 -0.104 0.036 0.2038
C -7.38443 -0.94059 -3.05648 -0.047 0.019 0.025 -0.1949
H 3.82967 3.27041 6.79922 0.151 0.014 -0.053 0.3751
C 3.56347 -0.25879 -1.20388 -0.045 -0.513 -0.160 -0.1255
C -0.22033 -2.82589 0.20462 -0.352 0.460 -0.206 -0.1217
C -5.57293 -0.45359 -4.53588 -0.183 -0.087 -0.034 -0.1991
H 5.60107 -0.41669 -0.56758 0.032 0.004 -0.015 0.2264
C 1.30407 3.97951 -0.69018 0.200 0.509 -0.054 0.1142
C 0.74397 2.53981 0.99212 1.231 2.712 -0.135 0.5355
Cl 3.39047 1.38311 -0.73878 0.495 0.592 0.035 -0.0078
N 1.35557 3.27971 1.93402 -0.472 -0.008 0.068 -0.4935
H -7.44033 -1.30049 -5.17408 -0.003 -0.067 -0.002 0.1981
C 1.95127 0.92511 3.22922 -0.278 -0.463 -0.306 -0.3729
H 1.27137 4.18651 -1.75368 0.051 0.045 -0.052 0.2068
N 0.76587 2.84491 -0.31258 0.000 -0.444 0.380 -0.5441
C 4.08847 1.73931 3.92412 -0.082 0.013 0.012 -0.2713
Cl 1.17867 -3.02709 -2.72658 -0.043 -0.278 -0.431 0.0088
H -8.37903 -1.33229 -2.88718 -0.050 -0.005 0.049 0.1985
C -4.83253 0.04571 -3.48578 0.222 0.132 0.155 -0.2497
C 2.19677 1.88521 5.40622 0.051 0.025 -0.029 -0.2949
Cl 6.32657 -3.10949 -1.17678 0.418 -0.219 0.078 -0.0346
N -4.71213 0.66571 -1.14618 -0.249 -1.049 1.056 -0.4467
N 0.05167 1.45101 1.30072 -0.891 -1.749 0.922 -1.0420
N -3.59273 1.45891 -1.32388 0.621 0.852 -0.615 -0.3607
C 3.75067 -2.91449 -1.93828 0.058 0.171 0.062 -0.2448
Mg 0.32617 0.58381 -0.57258 -0.711 0.937 -0.872 1.7102
C 1.91327 4.40471 1.53512 0.104 0.146 -0.071 0.0955
H -3.84283 0.43671 -3.65838 0.108 0.062 -0.014 0.2251
H -5.14563 -0.45259 -5.52868 0.056 -0.003 -0.076 0.2033

***

Total energy (a.u.)
-1623.9816, -5179.9396, -8117.3979, -4159.2721
Max |F| (hartree/bohr)
0.0139, 0.0058, 0.0675, 0.0644